Molecular formula: C33H75N3O9
Method: DFT, wB97M-V/def2-TZVPD

```
120
Properties=species:S:1:pos:R:3:forces:R:3
C 2.44369 3.71352 1.13142 1.53 -0.78 0.20
C 3.71117 3.10341 0.43355 0.99 2.93 -1.63
C 3.89152 1.62630 0.64049 -0.85 -0.32 1.12
C 3.59175 3.38946 -1.12071 0.76 -1.47 0.26
C 4.88778 3.15095 -1.90402 0.42 -0.05 0.11
C 5.99734 4.10740 -1.43248 -0.69 -0.49 -0.03
C 6.24495 3.78732 0.08081 -0.10 2.70 0.35
C 6.99268 2.51047 0.26564 1.31 -1.52 0.34
C 7.18710 4.97067 0.69360 -0.69 -1.00 -0.36
N 4.93290 3.92684 0.83980 -0.54 -0.10 -1.85
O 5.14019 3.85247 2.22889 0.27 -0.36 0.21
H 2.37051 4.79866 1.05926 -0.12 -0.06 -1.06
H 1.64318 3.10851 0.70570 -0.52 0.52 0.31
H 2.51140 3.64860 2.21738 -0.11 -0.89 0.10
H 4.40725 1.57484 1.59939 0.42 -0.72 -0.15
H 2.92881 1.14033 0.79897 -0.26 0.13 0.06
H 4.32742 1.07096 -0.18999 0.53 0.31 0.22
H 2.96491 2.57972 -1.49420 -0.86 0.41 -0.02
H 3.25662 4.38073 -1.42595 -0.43 -0.02 0.53
H 5.26456 2.13088 -1.82922 0.02 -0.26 0.73
H 4.63310 3.09905 -2.96258 0.15 1.00 -0.28
H 5.74355 5.14978 -1.62525 -0.50 0.14 0.51
H 6.89305 4.01104 -2.04609 0.34 -0.50 0.37
H 6.50742 1.53463 0.28475 -0.82 0.42 0.34
H 7.58272 2.60943 1.17677 -0.07 -0.40 0.12
H 7.71346 2.28486 -0.52028 0.28 0.73 -0.28
H 6.65193 5.90178 0.88000 -0.31 -0.04 -0.38
H 8.03003 5.19237 0.03907 -0.07 -0.14 -0.20
H 7.60911 4.69144 1.65901 -0.06 -0.28 -0.03
H 5.20760 4.78644 2.44042 -0.05 0.03 0.41
C -7.06283 -2.38503 0.77098 1.25 0.43 0.26
C -6.16422 -2.49483 -0.52496 -0.69 0.66 -0.43
C -4.67238 -2.31809 -0.21396 0.04 0.49 0.23
C -6.48785 -3.80085 -1.20400 -1.70 -0.95 0.62
C -5.95026 -4.10042 -2.59290 -0.12 1.46 0.97
C -6.49541 -2.94934 -3.50719 -1.14 -1.86 1.00
C -6.41860 -1.49021 -3.00757 0.34 -0.91 0.38
C -5.05308 -1.04672 -3.36475 1.22 1.29 -0.01
C -7.42401 -0.63912 -3.82991 -1.13 -0.34 0.98
N -6.65434 -1.44754 -1.47704 -1.53 -1.20 -1.50
O -6.59621 -0.17042 -0.93151 0.38 0.08 -0.58
H -8.11101 -2.67722 0.70733 0.16 -0.14 -0.60
H -6.59775 -2.94298 1.58368 0.02 -0.54 -0.13
H -7.04680 -1.38051 1.19381 -0.01 0.26 -0.46
H -4.38411 -2.65138 0.78299 -0.14 -0.07 0.05
H -3.98953 -2.78862 -0.92135 -0.24 -0.19 -0.16
H -4.45642 -1.25125 -0.27156 0.29 0.06 0.25
H -6.49378 -4.60568 -0.46893 1.14 -0.35 0.04
H -7.57369 -3.77445 -1.29542 -0.38 0.33 -0.46
H -4.86395 -4.17028 -2.53678 0.14 0.02 -0.41
H -6.36444 -5.05743 -2.91021 0.17 0.05 -0.23
H -7.56333 -3.16552 -3.53740 -0.25 -0.19 -0.24
H -6.11023 -3.19785 -4.49611 0.09 1.04 -0.25
H -4.83790 -1.12066 -4.43074 -0.26 -0.09 -0.12
H -4.27251 -1.60892 -2.85216 0.02 0.25 0.15
H -5.02294 0.01967 -3.14119 0.77 0.13 0.20
H -7.36833 0.44753 -3.76532 0.88 -0.02 -0.01
H -8.44199 -0.78012 -3.46669 -0.11 -0.51 0.21
H -7.46242 -0.96102 -4.87058 0.43 0.08 -0.03
H -5.67284 0.05957 -1.05834 0.51 0.77 0.26
C 0.07296 -3.38980 0.96354 0.59 0.11 1.27
C 0.77482 -3.04886 2.31233 0.02 1.38 1.32
C 0.37390 -4.17646 3.30508 1.26 -0.81 -0.14
C 2.36352 -2.94707 2.16978 -0.27 -0.32 1.94
C 3.05859 -2.28003 3.47188 -1.01 -0.74 -2.27
C 2.46426 -0.90633 3.69977 0.56 -0.20 0.67
C 0.94859 -0.93051 3.93702 0.57 0.20 1.70
C 0.75511 -1.57586 5.36877 -0.66 -0.66 -1.08
C 0.51893 0.59127 4.06663 -1.20 -1.73 -0.98
N 0.28226 -1.73154 2.88210 1.82 1.60 -1.87
O -1.10433 -1.64513 2.91396 0.13 -0.53 0.34
H 0.51836 -4.35290 0.71426 0.50 0.26 -0.89
H -0.97064 -3.68771 1.06486 -0.18 0.64 0.32
H 0.17685 -2.54679 0.28043 0.21 -0.50 -0.38
H -0.46855 -4.73637 2.89903 -0.25 0.10 0.59
H 1.18352 -4.90036 3.39769 0.18 -0.34 -0.59
H 0.33497 -3.93625 4.36756 -0.85 0.58 -0.21
H 2.68888 -3.98701 2.14207 0.13 -0.09 -0.17
H 2.77091 -2.49410 1.26593 -0.59 0.40 -0.13
H 2.92556 -2.95603 4.31652 -0.06 0.11 0.04
H 4.13032 -2.20256 3.28889 0.04 -0.06 -0.03
H 2.83075 -0.17905 2.97531 -0.48 -0.15 -0.61
H 2.93207 -0.53265 4.61060 -0.21 0.17 0.35
H 1.39758 -2.44695 5.49739 0.21 0.18 0.12
H -0.24476 -2.00817 5.33066 -0.29 0.23 0.56
H 0.85391 -0.92619 6.23842 0.01 0.18 -0.28
H 0.68227 1.04159 3.08754 0.64 0.57 0.31
H 0.94957 1.02357 4.96983 0.61 0.16 -0.56
H -0.55351 0.72669 4.20672 -0.22 -0.47 0.09
H -1.28725 -2.41529 3.45710 -1.12 -0.22 0.40
O 1.58154 -1.90268 -2.08486 0.56 1.09 -0.21
C 2.79143 -2.63945 -2.10458 -1.09 -2.58 0.30
C 3.97513 -1.85599 -1.74604 0.03 1.65 1.87
O 4.99594 -2.69346 -1.21774 0.34 -0.31 -0.90
H 0.83261 -2.28674 -2.54657 0.39 -0.40 -0.15
H 2.71328 -3.35675 -1.28758 0.03 -0.45 0.04
H 3.02450 -3.23817 -2.98510 -0.59 0.16 -0.52
H 3.63164 -1.29204 -0.87883 -0.10 0.86 -0.14
H 4.26553 -1.16123 -2.53412 0.56 -0.14 -0.01
H 5.22475 -2.40558 -0.33098 -0.06 0.08 -0.15
O 0.80229 0.67727 -0.69709 1.87 1.13 -0.54
C -0.38461 0.42410 -0.00846 0.05 -0.65 -1.27
C -1.29205 -0.36054 -0.99029 -0.19 -0.52 0.43
O -2.40017 0.36468 -1.48018 -0.26 -0.15 0.57
H 1.49294 0.03213 -0.52859 -0.31 -0.30 -0.07
H -0.14233 -0.14619 0.88831 -0.57 0.19 0.31
H -0.76896 1.42912 0.16563 -0.56 -0.23 0.60
H -1.58931 -1.27331 -0.47396 -0.66 -0.06 -0.08
H -0.75601 -0.66982 -1.88757 0.75 -0.02 0.29
H -2.09785 1.27433 -1.42785 -0.60 0.62 -0.19
O -2.05800 3.21548 -1.34348 0.22 0.23 0.72
C -2.75967 3.99402 -2.28111 0.31 0.25 -1.87
C -2.19878 5.38941 -2.63528 -0.53 -0.36 0.05
O -2.51347 6.26412 -1.59539 -0.10 1.04 0.62
H -1.12238 3.24552 -1.55630 0.23 0.07 -0.09
H -2.83509 3.42844 -3.20983 0.04 -0.18 -0.32
H -3.79284 4.12952 -1.96125 0.22 0.09 0.42
H -2.68817 5.73747 -3.54493 -0.63 -0.06 0.08
H -1.16289 5.55605 -2.93071 0.52 -1.00 0.29
H -1.78293 6.29401 -0.97328 -0.06 -0.03 0.07
```
Forces are in eV/Å.

Results
Electronic energy, eV: -58326.123
Charge: 0
ΔE to the lowest compared entry with this formula, charge and spin, eV: 4.4966
LUMO energy, eV: 0.406
Kohn-Sham gap, Eh: 0.3041